{
  "formula": "C19H19F4",
  "method": "ωB97M-V with the def2-TZVPD basis set",
  "species": ["F", "F", "F", "F", "C", "C", "C", "C", "C", "C", "C", "C", "C", "C", "C", "C", "C", "C", "C", "C", "C", "C", "C", "H", "H", "H", "H", "H", "H", "H", "H", "H", "H", "H", "H", "H", "H", "H", "H", "H", "H", "H"],
  "coordinates": [[-5.7057, -2.5518, 2.8249], [-4.6665, 2.0110, 7.2504], [-3.9075, -0.9528, -1.2742], [-2.2954, 5.5421, 5.1204], [0.9872, -0.6346, 2.3992], [-4.8757, -1.7628, 0.7432], [-5.0535, -1.5707, 2.1096], [-3.2597, 2.2335, 3.8694], [-3.5131, 3.8161, 6.2211], [2.8411, 0.5198, 1.1892], [-3.6996, 0.4405, 2.1126], [-4.5121, -0.5042, 2.8079], [-2.7422, 3.5489, 3.9192], [-0.4921, -0.6871, 2.6666], [1.3457, 0.5384, 1.4779], [-4.0937, 2.5539, 6.1212], [-4.1475, -0.7818, 0.0701], [3.2669, 1.6492, 0.2743], [-1.1482, 0.1548, 3.5024], [-2.8803, 4.2965, 5.0736], [-4.0301, 1.7714, 4.9800], [-3.5746, 0.3028, 0.7101], [-2.8631, 1.4297, 2.7442], [-4.5075, 0.7927, 4.9795], [4.3444, 1.5780, 0.1141], [1.2736, -1.5890, 1.9116], [-2.1872, 1.9544, 2.0431], [-4.6490, -0.4593, 3.8896], [0.7629, 0.4784, 0.5509], [-2.9834, 1.0338, 0.1607], [1.5462, -0.5249, 3.3455], [-2.2064, 3.9368, 3.0525], [-3.5116, 4.3723, 7.1502], [-1.9756, -0.3341, 4.0924], [1.0657, 1.4783, 1.9804], [3.0437, 2.6209, 0.7186], [3.3671, 0.5843, 2.1502], [-0.7066, 1.1486, 3.7898], [-1.0345, -1.4042, 2.0336], [2.7679, 1.5885, -0.6947], [-5.2339, -2.6532, 0.2399], [3.0972, -0.4537, 0.7489]],
  "atomic_forces_ev_per_a": [[0.666, 1.309, -0.915], [0.520, 0.778, -1.482], [-0.401, 0.279, 1.598], [-0.802, -1.526, -0.069], [-0.451, -0.371, -0.078], [0.292, 0.451, -0.001], [-0.298, -0.842, 0.710], [-0.004, 0.455, 1.498], [0.196, -0.129, -0.633], [-0.207, -0.113, 0.098], [-0.704, -1.617, -0.656], [0.412, 0.345, -0.093], [0.267, -0.476, -0.114], [0.694, 0.158, -0.920], [-0.082, 0.139, 0.096], [-0.279, -0.704, 0.891], [0.098, -0.410, -1.037], [0.281, -0.071, -0.002], [-0.907, 0.948, 0.881], [0.417, 1.167, 0.368], [0.411, 0.013, -0.316], [0.258, 0.079, 0.449], [-0.606, 0.484, -0.978], [0.299, 0.584, 0.335], [-0.074, 0.200, -0.122], [-0.007, 0.545, 0.341], [-0.409, -0.401, 0.479], [0.045, -0.358, -0.683], [0.112, 0.010, 0.034], [-0.093, -0.329, -0.067], [-0.287, -0.109, -0.350], [-0.010, 0.069, 0.394], [-0.096, 0.015, -0.105], [0.641, 1.064, -0.755], [0.091, -0.138, -0.171], [0.039, 0.001, -0.038], [0.030, -0.020, -0.169], [0.034, -1.649, 0.601], [-0.082, -0.176, 0.869], [0.033, 0.009, 0.019], [-0.054, 0.142, 0.031], [0.019, 0.193, 0.058]],
  "homo_energy_ev": -12.8,
  "orbital_gap_ev": 6.54,
  "e_lumo_ev": -6.29,
  "charge": 1
}

{
  "formula": "C19H19N3O2PSn",
  "method": "ωB97M-V with the def2-TZVPD basis set",
  "species": ["Sn", "P", "O", "O", "N", "N", "N", "C", "C", "C", "C", "C", "C", "C", "C", "C", "C", "C", "C", "C", "C", "C", "C", "C", "C", "C", "H", "H", "H", "H", "H", "H", "H", "H", "H", "H", "H", "H", "H", "H", "H", "H", "H", "H", "H"],
  "coordinates": [[0.2506, 1.0098, -0.2387], [-2.4335, 2.1337, 0.2420], [4.2864, -4.6634, 1.0388], [3.8877, -4.9861, -1.1966], [0.5266, 0.3566, 1.9906], [-0.2813, -0.2963, -2.1140], [1.3718, -0.8936, -0.1620], [1.5370, -0.5046, 2.1827], [1.9453, -1.2884, 0.9844], [-1.1262, -0.4315, -4.3340], [2.1138, -0.6690, 3.4297], [2.9547, -3.1438, -0.1199], [0.7551, -1.7589, -3.6725], [1.5088, -1.6357, -1.2683], [0.5431, 0.9161, 4.3031], [0.0393, 1.0506, 3.0281], [-0.1467, -1.3628, -4.6452], [-2.6169, 2.9006, -1.4057], [3.8225, -4.4280, -0.0890], [2.7518, -2.3995, 1.0350], [2.3046, -2.7567, -1.2844], [1.6079, 0.0487, 4.4999], [-1.1497, 0.0910, -3.0599], [0.6489, -1.2174, -2.4038], [-1.8615, 3.5473, 1.2537], [-4.1587, 1.9276, 0.7800], [-1.8759, 0.8388, -2.7728], [-1.6466, 3.0603, -1.8772], [2.4280, -3.3967, -2.1499], [3.2141, -2.7709, 1.9417], [-2.4175, 4.4460, 0.9834], [2.0441, -0.0692, 5.4840], [-3.2165, 2.2561, -2.0503], [2.9426, -1.3507, 3.5598], [-1.8535, -0.1102, -5.0656], [-0.7994, 3.7448, 1.1030], [-0.0828, -1.7786, -5.6425], [1.5295, -2.4807, -3.8928], [-4.1873, 1.5888, 1.8152], [-0.7794, 1.7232, 2.8144], [-4.6862, 2.8795, 0.6981], [-3.1176, 3.8653, -1.3179], [-2.0304, 3.3441, 2.3116], [0.1142, 1.4817, 5.1194], [-4.6610, 1.1823, 0.1642]],
  "atomic_forces_ev_per_a": [[0.246, 0.260, -0.053], [0.259, -0.069, -0.087], [-0.110, 0.015, -0.379], [0.022, 0.121, 0.380], [-0.197, 0.110, 0.058], [-0.283, 0.168, -0.020], [-0.356, -0.064, 0.173], [0.063, -0.124, -0.293], [-0.078, 0.241, 0.315], [-0.056, 0.040, -0.002], [0.055, -0.039, 0.152], [-0.088, 0.127, -0.017], [-0.004, -0.094, -0.172], [-0.124, 0.045, -0.283], [-0.060, 0.054, 0.017], [0.096, -0.090, -0.043], [0.102, -0.090, -0.059], [-0.076, 0.046, 0.016], [0.193, -0.263, -0.005], [0.092, -0.084, 0.128], [0.057, -0.107, -0.113], [0.111, -0.061, 0.059], [0.126, -0.077, 0.053], [0.129, -0.031, 0.189], [-0.090, 0.026, -0.036], [0.003, -0.111, 0.044], [0.050, -0.063, -0.009], [0.030, 0.034, 0.019], [0.024, 0.004, 0.044], [0.011, -0.001, -0.041], [-0.012, 0.005, 0.035], [-0.022, -0.003, -0.039], [-0.037, 0.054, 0.046], [-0.031, 0.022, 0.005], [0.011, 0.002, 0.002], [0.007, -0.014, -0.033], [-0.006, 0.004, 0.029], [-0.046, 0.031, 0.004], [-0.007, 0.005, -0.003], [0.024, -0.027, -0.001], [-0.009, -0.019, 0.007], [-0.029, 0.001, -0.022], [-0.035, 0.031, -0.022], [0.028, -0.029, -0.039], [0.016, 0.012, -0.005]],
  "homo_energy_ev": -10.4,
  "orbital_gap_ev": 6.01,
  "e_lumo_ev": -4.38,
  "charge": 1
}

{
  "formula": "C19H19N3O2S",
  "method": "ωB97M-V with the def2-TZVPD basis set",
  "species": ["S", "O", "O", "N", "N", "N", "C", "C", "C", "C", "C", "C", "C", "C", "C", "C", "C", "C", "C", "C", "C", "C", "C", "C", "C", "H", "H", "H", "H", "H", "H", "H", "H", "H", "H", "H", "H", "H", "H", "H", "H", "H", "H", "H"],
  "coordinates": [[-3.5427, 0.5713, -0.9586], [-1.1953, -0.4781, -1.7191], [4.7316, -1.5809, -0.5618], [1.4579, -1.2137, -1.6433], [2.7600, -1.5129, -1.6056], [-3.0491, 3.3596, -0.2599], [0.6140, -2.8646, 1.2104], [2.8391, -1.7750, 1.8275], [2.8573, -0.7315, 0.7027], [-0.6463, 0.7548, 1.8850], [0.7654, -1.4940, -2.6800], [-1.2555, 4.4130, 1.5961], [-1.3218, 3.0164, 1.4074], [-2.3569, 1.1411, 0.2449], [3.5552, -1.2968, -0.5096], [-0.5150, 2.0978, 2.1067], [-2.7868, -0.9186, -3.2270], [-2.4907, -0.3268, -2.0218], [-2.0757, 5.2293, 0.8663], [-0.6226, -1.1752, -2.7385], [-2.9580, 4.6430, -0.0596], [2.1055, -3.0636, 1.4535], [-1.5815, 0.2686, 0.9607], [-1.5774, -1.4635, -3.6900], [-2.2608, 2.5366, 0.4523], [-3.6140, 5.2608, -0.6592], [1.1857, -1.9884, -3.5619], [3.2127, -1.9316, -2.4234], [-1.4221, -2.0011, -4.6031], [3.8723, -2.0228, 2.0794], [0.2029, 2.4739, 2.8212], [-3.7449, -0.9440, -3.7014], [-2.0536, 6.3015, 0.9854], [-0.0331, 0.0508, 2.4260], [1.8502, -0.4193, 0.4357], [3.4280, 0.1355, 1.0409], [0.1382, -2.4484, 2.0965], [-0.5570, 4.8151, 2.3169], [0.1406, -3.8190, 0.9890], [-1.6795, -0.7952, 0.8117], [0.4442, -2.1967, 0.3699], [2.3727, -1.3336, 2.7113], [2.5662, -3.4915, 0.5606], [2.2404, -3.7822, 2.2659]],
  "atomic_forces_ev_per_a": [[0.151, -0.096, 0.178], [0.206, -0.055, -0.032], [0.185, -0.071, 0.090], [-0.931, 0.213, -0.101], [0.565, -0.508, -0.950], [-0.398, 0.142, -0.315], [0.210, -0.121, -0.023], [0.062, -0.183, -0.174], [0.078, -0.024, 0.255], [0.163, 0.182, 0.165], [0.884, -0.055, 0.320], [-0.154, 0.154, -0.134], [-0.295, -0.065, -0.280], [-0.255, -0.381, -0.204], [-0.242, 0.261, 0.126], [0.034, -0.146, 0.022], [-0.123, 0.424, 0.776], [-0.492, -0.125, -0.526], [0.274, -0.075, 0.247], [-0.932, -0.267, -0.934], [-0.026, 0.010, -0.008], [-0.075, 0.169, 0.170], [-0.206, 0.162, -0.058], [0.931, 0.075, 0.599], [0.552, 0.030, 0.452], [-0.034, 0.133, -0.023], [0.008, 0.021, 0.073], [-0.055, 0.148, 0.326], [0.110, -0.129, -0.190], [-0.009, 0.072, 0.073], [0.072, 0.013, 0.084], [-0.229, 0.034, -0.098], [0.010, 0.081, 0.014], [0.087, -0.064, 0.072], [0.064, 0.081, 0.094], [0.000, 0.009, -0.109], [-0.119, 0.063, 0.112], [0.045, 0.055, 0.046], [-0.129, -0.040, -0.027], [-0.020, -0.071, -0.029], [-0.113, 0.079, -0.058], [0.026, 0.025, 0.052], [0.057, -0.109, 0.004], [0.062, -0.050, -0.076]],
  "smiles": "CCCCC(=O)N/N=C/c1ccc(Sc2cccc3cccnc23)o1",
  "homo_energy_ev": -7.4,
  "orbital_gap_ev": 7.38,
  "e_lumo_ev": -0.07,
  "charge": 0
}

{
  "formula": "C19H19N3O5",
  "method": "ωB97M-V with the def2-TZVPD basis set",
  "species": ["O", "O", "O", "O", "O", "N", "N", "N", "C", "C", "C", "C", "C", "C", "C", "C", "C", "C", "C", "C", "C", "C", "C", "C", "C", "C", "C", "H", "H", "H", "H", "H", "H", "H", "H", "H", "H", "H", "H", "H", "H", "H", "H", "H", "H", "H"],
  "coordinates": [[-2.4440, -3.9267, -1.4844], [2.7544, -2.7079, -6.0546], [4.1478, -4.3365, -5.2293], [-0.6820, 3.7209, 4.9771], [-0.4080, -4.6069, -3.0759], [1.3908, -3.3076, -3.4420], [-0.7926, 3.2225, 2.7829], [0.5459, -1.7769, -1.1544], [-0.2233, 5.5746, 3.5742], [-0.2893, -2.7327, -1.6521], [-1.8938, 1.2630, 3.9583], [3.0791, -3.7598, -5.2837], [0.2545, 6.4932, 4.6928], [-1.5530, -2.9420, -1.0621], [-1.2030, 1.8873, 2.8808], [0.2173, -3.5772, -2.7751], [-1.0600, 1.0881, 1.7188], [-0.6208, 4.1327, 3.8184], [-1.1839, 6.5907, 4.2056], [-1.4728, -0.2635, 1.6357], [0.1029, -0.9835, -0.1492], [-2.3669, -0.0535, 3.8950], [2.0013, -4.3067, -4.3562], [-2.1307, -0.8221, 2.7382], [3.8059, -2.2857, -6.9631], [-1.1564, -1.1241, 0.4445], [-1.9815, -2.1210, -0.0274], [-2.1347, 1.8461, 4.8585], [3.4570, -1.4016, -7.5551], [0.4299, 6.1653, 5.7100], [1.9398, -2.5732, -2.9986], [-2.9047, -0.4899, 4.7469], [-0.5858, 1.5495, 0.8739], [1.2118, -4.6798, -5.0308], [-1.9533, 6.2217, 4.8850], [-1.4605, 7.4681, 3.6277], [-1.9869, -4.5009, -2.1571], [2.4235, -5.1249, -3.7710], [0.8113, -0.2562, 0.3112], [4.6743, -1.9929, -6.3618], [0.9501, 7.2870, 4.4048], [-0.5520, 3.5599, 1.8539], [4.0341, -3.0686, -7.6949], [-2.9547, -2.2599, 0.4062], [0.2135, 5.7775, 2.5841], [-2.4507, -1.8660, 2.6943]],
  "atomic_forces_ev_per_a": [[1.303, 0.795, 0.170], [0.284, -0.470, -0.144], [-0.372, 0.998, -1.043], [-0.498, 0.604, -0.819], [-0.167, 0.560, 0.115], [-0.523, 0.621, 0.773], [0.215, 1.582, -0.212], [-1.104, 0.445, 0.445], [-0.438, -0.267, -0.518], [0.801, 1.341, 0.860], [-0.199, 0.904, 0.546], [0.861, -0.720, 1.352], [-0.559, 0.045, -0.222], [-0.964, -1.552, -1.237], [-1.123, -2.143, -0.533], [0.372, -1.774, -0.896], [0.036, -0.277, 0.695], [1.135, -1.198, 2.125], [0.904, 0.378, -0.055], [-0.140, 0.474, 0.405], [1.089, -0.697, -0.565], [0.590, 0.086, -0.974], [-1.360, 1.047, 0.060], [-0.156, 0.144, 0.347], [-0.143, 0.731, -0.330], [0.462, 0.656, 0.407], [0.148, 0.152, 0.023], [0.388, -0.280, -0.528], [-0.068, -0.761, 0.878], [-0.150, -0.504, -0.234], [0.054, -0.270, -0.380], [0.307, 0.304, -0.425], [0.191, 0.052, -0.466], [0.081, -0.042, 0.547], [0.310, -0.128, -0.326], [0.015, -0.214, 0.027], [0.021, 0.676, 0.473], [0.044, 0.067, -0.325], [-0.447, -0.680, -0.742], [-0.061, -0.254, -0.371], [-0.340, -0.339, -0.174], [-0.230, -0.288, 0.319], [0.112, -0.010, 0.470], [-0.281, -0.211, -0.020], [-0.502, 0.091, 0.428], [0.101, 0.327, 0.074]],
  "smiles": "COC(=O)CNC(=O)c1ncc(-c2cccc(NC(=O)C3CC3)c2)cc1O",
  "homo_energy_ev": -8.6,
  "orbital_gap_ev": 8.56,
  "e_lumo_ev": -0.08,
  "charge": 0
}

{
  "formula": "C19H19N3O8P2RhS",
  "method": "ωB97M-V with the def2-TZVPD basis set",
  "species": ["Rh", "S", "P", "P", "O", "O", "O", "O", "O", "O", "O", "O", "N", "N", "N", "C", "C", "C", "C", "C", "C", "C", "C", "C", "C", "C", "C", "C", "C", "C", "C", "C", "C", "C", "H", "H", "H", "H", "H", "H", "H", "H", "H", "H", "H", "H", "H", "H", "H", "H", "H", "H", "H"],
  "coordinates": [[0.3827, 0.8150, 0.1524], [1.8432, 2.0876, 1.5068], [2.5677, -1.2082, 0.6839], [0.1796, -1.7795, 2.0658], [-1.1376, -2.6776, 2.0852], [0.2338, -1.8764, -0.5208], [3.7653, -2.1044, 0.1309], [2.7415, -0.9252, 2.1352], [-0.9412, 2.2108, 1.0924], [2.3352, -0.0575, -0.2833], [0.9031, -2.2268, 3.3825], [-0.1739, -0.3172, 1.9714], [0.7160, 1.3202, -1.8890], [-1.5631, 0.4286, -0.8500], [-0.6032, 2.5077, 2.3518], [-0.1652, 0.6930, -2.7148], [2.2443, 1.4970, -3.7004], [0.6852, 2.5033, 2.7091], [-3.7380, -0.5000, -1.0043], [1.3610, 0.8809, -4.5462], [-2.0857, -0.5310, -4.3711], [0.0423, 3.1649, 4.9247], [1.0248, 2.8337, 4.0189], [1.8853, 1.6995, -2.3641], [-1.2888, 3.1723, 4.5092], [-0.8869, -0.1777, -4.8809], [-2.6849, 0.0643, -0.2695], [-1.4065, 0.2564, -2.1688], [-1.5811, 2.8370, 3.2150], [1.0709, -2.3086, 0.5621], [-3.5834, -0.6942, -2.3555], [0.1084, 0.4627, -4.0621], [-2.3796, -0.3190, -2.9814], [1.3846, -3.7869, 0.4384], [0.2996, 3.4067, 5.9465], [2.0311, -3.9451, -0.4220], [-4.6539, -0.7768, -0.5017], [-2.5772, 2.8142, 2.7997], [-1.1912, -3.2688, 2.8441], [1.8982, -4.1574, 1.3270], [2.0691, 2.8084, 4.2959], [4.4969, -2.1409, 0.7567], [2.5559, 2.1830, -1.6679], [1.6115, 0.7123, -5.5864], [0.4645, -4.3594, 0.3042], [1.7701, -1.7528, 3.3967], [-2.7473, 0.2191, 0.8004], [-0.5384, -2.4585, -0.5440], [3.2134, 1.8271, -4.0443], [-2.0897, 3.4385, 5.1823], [-2.8382, -0.9983, -4.9937], [-4.3801, -1.1279, -2.9477], [-0.6502, -0.3686, -5.9197]],
  "atomic_forces_ev_per_a": [[0.092, 2.153, 1.979], [0.128, -0.448, -0.750], [0.248, -0.301, -0.168], [-0.331, -0.033, 0.120], [0.043, 0.217, -0.043], [0.090, -0.272, -0.143], [-0.062, 0.194, -0.230], [0.233, -0.166, 0.043], [-0.244, -0.487, -0.953], [-0.905, -0.561, -0.101], [-0.150, 0.023, 0.051], [0.266, 0.111, -0.858], [-0.026, -0.066, 0.895], [0.392, -0.869, 0.362], [0.031, -0.090, 0.178], [0.226, 0.137, -0.189], [-0.037, 0.050, -0.061], [0.238, -0.094, -0.243], [-0.022, 0.112, -0.040], [-0.008, -0.022, -0.072], [-0.035, -0.025, -0.009], [0.098, -0.008, -0.130], [0.006, 0.114, 0.239], [-0.036, 0.213, 0.044], [-0.018, 0.064, 0.013], [0.026, 0.028, 0.054], [-0.094, -0.024, -0.038], [-0.058, 0.100, -0.116], [-0.268, -0.002, -0.071], [-0.075, 0.323, -0.049], [0.000, 0.026, -0.011], [0.022, 0.069, -0.035], [-0.106, -0.063, -0.076], [0.061, -0.006, 0.324], [0.009, 0.011, -0.012], [-0.016, -0.003, -0.017], [0.012, 0.003, 0.004], [0.018, -0.032, -0.018], [-0.042, -0.097, 0.089], [0.010, -0.022, -0.034], [-0.012, -0.023, -0.004], [0.079, -0.035, 0.082], [0.016, -0.068, 0.025], [0.024, 0.002, 0.018], [-0.016, 0.005, 0.069], [0.093, -0.033, -0.090], [0.054, -0.043, 0.004], [0.040, -0.051, -0.048], [0.003, 0.014, 0.022], [-0.018, -0.036, -0.021], [0.022, 0.006, -0.006], [0.020, -0.038, 0.024], [-0.019, 0.042, -0.006]],
  "homo_energy_ev": -10.7,
  "orbital_gap_ev": 7.19,
  "e_lumo_ev": -3.52,
  "charge": 1
}

Q: charge of number 2 (C19H19N3O2PSn)?
A: +1

Q: Number 3 is which compound?
A: C19H19N3O2S